No. 1
Formula: C7H14
Source: the OMol25 dataset
Level of theory: ωB97M-V/def2-TZVPD

Geometry as XYZ:
```
21
Properties=species:S:1:pos:R:3:mulliken_charge:R:1
H -2.327 -1.093 0.145 0.462
H -0.617 1.473 0.144 0.309
C 1.651 -0.462 -0.002 -0.662
H -0.148 0.541 -2.137 0.311
C 2.192 0.904 -0.506 -1.086
C 0.625 -1.191 -0.947 -0.365
H 1.272 -1.515 -1.803 0.351
H 2.465 -1.166 0.233 0.442
H 3.013 1.117 0.204 0.351
C -1.966 -0.170 0.537 0.186
C -1.100 0.516 -0.223 -0.107
H -2.069 -0.294 2.742 0.390
C -0.497 -0.262 -1.416 -0.738
C -2.186 0.377 1.969 -1.257
H 2.634 0.744 -1.487 0.304
H -3.171 0.701 2.100 0.449
H -1.220 -0.768 -1.996 0.468
H 0.338 -2.140 -0.325 0.232
H 1.366 1.574 -0.574 0.294
H -1.597 1.395 2.320 0.312
H 1.343 -0.281 1.023 0.354
```

As for the multiplicity: 2. The calculation puts the largest force on an atom at 4.92 eV Å⁻¹. The energy above the lowest of the compared OMol25 structures with the same formula, charge and spin is 171.4 kJ/mol. Its LUMO energy (spin up / spin down) is -4.6 / -8.7 eV. As for the total charge: +1. For the orbital gap (spin up / spin down), the calculation gives 10.501 / 6.339 eV.

No. 2
Formula: C7H14BrN4
Source: the OMol25 dataset
Level of theory: ωB97M-V/def2-TZVPD

Geometry as XYZ:
```
26
Properties=species:S:1:pos:R:3:mulliken_charge:R:1
H -1.605 1.619 1.425 0.359
H -0.556 3.064 1.471 0.301
H 0.154 2.647 -0.779 0.459
H 2.642 -0.515 -0.995 0.389
N 0.157 -2.804 0.424 -0.369
N 0.570 -1.573 0.364 -0.218
N 0.325 0.639 -0.097 0.168
N -1.465 -2.966 0.853 -0.462
H -3.127 -2.073 0.559 0.522
H 0.665 -3.312 1.084 0.313
C -0.529 1.829 -0.354 -1.080
C 1.664 0.903 0.305 -0.601
H 3.680 0.759 -0.404 0.374
C -1.270 2.385 0.825 -1.066
H -2.332 -0.252 -0.514 0.455
C 2.697 0.503 -0.762 -1.301
C -0.165 -0.577 -0.054 0.601
H -1.076 1.779 -1.237 0.645
C -2.123 -2.045 0.338 -0.122
Br 0.164 -4.069 -1.264 0.227
C -1.585 -0.973 -0.429 -0.518
H 1.800 0.399 1.273 0.428
H -1.148 -1.443 -1.331 0.327
H 1.889 1.935 0.379 0.410
H -2.034 2.985 0.463 0.386
H 2.609 1.157 -1.543 0.375
```

As for the multiplicity: 3. The calculation puts the largest force on an atom at 6.52 eV Å⁻¹. The energy above the lowest of the compared OMol25 structures with the same formula, charge and spin is 112.5 kJ/mol. Its LUMO energy (spin up / spin down) is -2.9 / -8.0 eV. As for the total charge: +1. For the orbital gap (spin up / spin down), the calculation gives 8.921 / 4.923 eV.